(1)
135
Properties=species:S:1:pos:R:3:forces:R:3:lowdin_charge:R:1 method="wB97M-V/def2-TZVPD" gap_ev=6.841 charge=-1 energy_ha=-2657.3431
C 2.1849 3.8396 1.9733 0.057 -0.096 0.236 -0.097
C 1.3115 2.5993 1.7402 -0.057 -0.060 0.016 -0.405
C -0.0176 2.7356 2.5188 0.002 0.161 0.008 -0.067
C 1.1350 2.3411 0.2253 0.116 0.070 -0.245 -0.204
C 1.8416 1.0799 -0.2942 0.004 -0.046 -0.121 -0.130
B 1.1491 -0.3795 0.1125 0.021 -0.096 0.279 -0.746
N 0.1551 -0.3692 1.2954 -0.057 -0.021 -0.079 0.090
C 0.2763 -0.8551 -1.2890 -0.216 0.044 -0.166 -0.147
C -0.6970 -1.8770 -0.9422 0.308 -0.375 0.056 -0.769
O -0.6070 -3.0477 -0.8037 -0.001 0.171 -0.011 0.001
I -2.7552 -1.0107 -0.5786 -0.267 0.098 -0.042 0.602
C 2.3308 -1.4958 0.3778 0.105 0.301 -0.175 -0.125
C 2.9479 -1.4122 1.7856 0.028 -0.247 0.031 -0.447
C 4.4486 -1.7188 1.7893 0.053 -0.026 -0.047 -0.101
C 2.2288 -2.3931 2.7252 -0.100 0.182 0.144 -0.092
H 1.7219 4.7211 1.5089 0.106 -0.129 0.028 0.075
H 2.2923 4.0508 3.0475 -0.005 -0.043 -0.154 0.061
H 3.1943 3.7054 1.5646 -0.180 0.060 -0.061 0.074
H 1.8456 1.7304 2.1468 -0.023 0.156 -0.041 0.108
H -0.0670 2.0557 3.3747 -0.027 0.087 -0.156 0.063
H -0.1223 3.7518 2.9270 -0.038 -0.114 -0.082 0.061
H -0.8867 2.5558 1.8769 0.146 -0.030 0.117 0.059
H 1.5377 3.2177 -0.3118 -0.172 -0.059 0.046 0.099
H 0.0687 2.2942 -0.0320 0.201 -0.019 0.170 0.076
H 2.9081 1.1194 -0.0026 -0.162 0.018 0.054 0.092
H 1.8475 1.1429 -1.3978 0.164 0.016 0.114 0.080
H 0.5895 -0.1930 2.1940 -0.020 0.044 -0.060 0.036
H -0.5992 0.3048 1.2009 0.097 -0.048 0.037 0.008
H -0.2317 0.0018 -1.7360 0.138 -0.072 0.031 0.063
H 0.9824 -1.3145 -1.9945 -0.027 0.157 0.077 0.099
H 3.1191 -1.2883 -0.3708 -0.182 -0.131 0.140 0.077
H 1.9827 -2.5286 0.2089 0.046 0.104 -0.011 0.099
H 2.8196 -0.3901 2.1804 0.004 -0.132 -0.104 0.113
H 4.9121 -1.5268 2.7665 -0.068 -0.034 -0.098 0.068
H 4.9746 -1.1216 1.0337 -0.043 -0.033 0.157 0.068
H 4.6085 -2.7804 1.5489 0.018 0.171 -0.003 0.068
H 2.5806 -3.4164 2.5319 -0.099 0.145 0.021 0.073
H 1.1489 -2.3600 2.5532 0.126 -0.029 0.007 0.066
H 2.4074 -2.1613 3.7854 0.080 -0.083 -0.147 0.070
C 1.2168 0.9175 9.9913 -0.010 -0.024 0.037 -0.117
O 0.1836 1.8610 10.1746 -0.010 -0.014 -0.042 -0.193
C 0.6134 3.2040 10.3429 0.019 0.063 0.080 -0.222
C 0.2954 4.0545 9.1325 0.016 -0.007 -0.063 -0.224
N 1.1101 3.6792 7.9901 -0.074 -0.176 0.029 -0.051
C 0.7249 4.2872 6.7217 0.128 0.049 -0.013 -0.197
C -0.6751 4.0237 6.1804 -0.028 0.095 -0.072 -0.229
O -0.8919 2.6985 5.7522 0.018 -0.081 0.048 -0.189
C -1.2118 1.7616 6.7573 -0.066 -0.015 -0.042 -0.095
H 0.7676 -0.0701 10.0815 0.003 0.002 -0.012 0.089
H 1.6911 0.9938 9.0069 0.018 0.026 0.013 0.079
H 1.9929 1.0243 10.7564 0.004 -0.013 0.002 0.086
H 1.6863 3.2353 10.5608 0.002 0.014 -0.041 0.120
H 0.0782 3.6108 11.2057 0.012 -0.028 0.010 0.119
H 0.5042 5.1005 9.3835 -0.026 0.015 -0.020 0.122
H -0.7846 3.9722 8.9446 0.004 0.016 0.031 0.105
H 1.1005 2.6721 7.8892 -0.017 0.053 -0.015 0.071
H 1.4337 3.9427 5.9648 0.005 0.036 -0.001 0.119
H 0.8555 5.3719 6.8100 -0.016 0.005 0.010 0.117
H -0.7906 4.6426 5.2868 -0.034 -0.023 0.003 0.116
H -1.4608 4.3274 6.8860 0.045 -0.039 0.048 0.111
H -1.8153 2.2130 7.5521 0.007 -0.012 0.010 0.087
H -0.3224 1.3085 7.2075 -0.014 0.033 0.026 0.073
H -1.7872 0.9669 6.2834 -0.003 0.002 0.008 0.092
C -4.1932 7.8920 -1.1589 -0.036 0.012 0.006 -0.123
O -4.7334 6.8205 -1.8977 0.016 -0.011 0.035 -0.192
C -4.2211 6.6763 -3.2159 -0.021 0.029 -0.105 -0.221
C -3.3189 5.4692 -3.3471 0.043 -0.022 0.043 -0.223
N -2.0737 5.6530 -2.6217 -0.102 0.068 0.144 -0.052
C -1.2371 4.4607 -2.5126 0.108 0.054 -0.052 -0.192
C -1.8059 3.2294 -1.8209 0.022 -0.154 -0.065 -0.224
O -1.9873 3.3808 -0.4288 -0.028 0.168 0.051 -0.208
C -3.1718 4.0237 -0.0206 -0.024 -0.104 0.045 -0.096
H -4.8085 8.0089 -0.2679 0.010 -0.005 0.004 0.087
H -3.1590 7.7120 -0.8449 0.010 0.009 -0.032 0.078
H -4.2206 8.8252 -1.7318 -0.002 0.010 0.009 0.085
H -3.6884 7.5855 -3.5153 0.033 -0.024 0.004 0.119
H -5.0776 6.5471 -3.8836 -0.009 0.022 0.021 0.119
H -3.0886 5.3298 -4.4091 0.005 -0.041 0.001 0.123
H -3.8890 4.5892 -3.0184 -0.016 0.015 -0.031 0.107
H -2.2786 5.9965 -1.6918 0.002 -0.068 -0.026 0.069
H -0.3302 4.7440 -1.9730 0.014 -0.006 -0.032 0.119
H -0.9284 4.1684 -3.5225 -0.017 -0.009 -0.005 0.119
H -1.0683 2.4312 -1.9366 -0.047 -0.028 0.017 0.109
H -2.7348 2.8722 -2.2838 -0.004 0.059 0.007 0.115
H -4.0071 3.7975 -0.6916 -0.004 0.010 0.008 0.090
H -3.0592 5.1123 0.0446 -0.015 -0.006 -0.042 0.072
H -3.4122 3.6516 0.9757 -0.014 0.000 -0.004 0.089
C -1.6666 -4.7710 -6.0455 0.171 0.039 -0.027 -0.133
O -1.2452 -5.2478 -4.7920 -0.163 -0.168 -0.062 -0.195
C -1.4768 -4.3671 -3.6938 0.219 0.167 0.008 -0.213
C -2.5912 -4.8288 -2.7920 -0.087 -0.082 -0.100 -0.210
N -3.8890 -4.7454 -3.4515 0.133 -0.139 -0.152 -0.043
C -4.9903 -5.3507 -2.7210 -0.075 0.138 -0.018 -0.204
C -4.9122 -6.8343 -2.3828 -0.048 -0.019 0.125 -0.228
O -5.0095 -7.6996 -3.5016 0.004 0.023 -0.067 -0.185
C -3.8079 -7.8843 -4.2208 -0.003 -0.087 -0.011 -0.108
H -1.1981 -5.4029 -6.8001 -0.007 0.006 -0.028 0.085
H -2.7529 -4.8107 -6.1933 -0.031 0.016 0.098 0.075
H -1.3404 -3.7368 -6.2010 -0.026 0.012 -0.057 0.081
H -1.6852 -3.3585 -4.0652 -0.033 0.036 0.032 0.128
H -0.5558 -4.3306 -3.1082 -0.001 0.001 -0.033 0.115
H -2.5735 -4.1750 -1.9221 -0.151 0.040 0.173 0.090
H -2.3541 -5.8462 -2.4497 0.080 0.038 0.018 0.109
H -3.8239 -5.1649 -4.3713 -0.019 0.025 0.092 0.068
H -5.9008 -5.1967 -3.3071 -0.013 0.018 0.036 0.117
H -5.1177 -4.8006 -1.7822 0.020 -0.003 0.008 0.120
H -5.7722 -7.0716 -1.7511 0.009 -0.028 -0.012 0.118
H -4.0114 -7.0750 -1.8051 0.013 0.028 -0.037 0.111
H -2.9371 -7.8701 -3.5584 0.003 -0.002 -0.020 0.088
H -3.6606 -7.1260 -4.9959 0.018 -0.011 0.031 0.072
H -3.8665 -8.8596 -4.7054 0.007 0.005 -0.001 0.084
C 4.5304 -3.4192 -1.6099 0.064 0.027 0.022 -0.106
O 5.2430 -3.3434 -2.8321 0.006 -0.071 -0.100 -0.189
C 5.1098 -4.4702 -3.6843 0.064 0.017 0.028 -0.224
C 4.2619 -4.1516 -4.8973 -0.047 -0.016 -0.006 -0.225
N 2.8721 -3.9587 -4.5287 0.028 0.201 0.070 -0.040
C 2.0144 -3.4155 -5.5723 -0.107 -0.136 0.075 -0.196
C 2.3409 -2.0411 -6.1449 -0.043 0.002 -0.079 -0.230
O 2.1197 -0.9695 -5.2543 -0.054 0.017 -0.024 -0.177
C 3.1339 -0.7406 -4.2963 0.030 0.063 0.024 -0.094
H 4.8795 -2.5995 -0.9846 -0.053 -0.056 -0.048 0.071
H 3.4482 -3.3146 -1.7383 0.034 -0.014 0.006 0.073
H 4.7270 -4.3656 -1.0965 0.010 -0.027 0.022 0.091
H 4.6891 -5.3197 -3.1359 -0.043 0.016 -0.014 0.121
H 6.1132 -4.7456 -4.0235 0.011 -0.004 0.029 0.117
H 4.3241 -4.9909 -5.5995 0.009 0.007 -0.028 0.120
H 4.7119 -3.2776 -5.3905 0.018 -0.013 -0.008 0.104
H 2.8194 -3.3629 -3.7120 -0.012 -0.050 -0.016 0.072
H 1.0010 -3.3683 -5.1652 -0.008 -0.036 -0.028 0.106
H 1.9890 -4.1335 -6.4005 0.015 0.005 -0.024 0.119
H 1.6575 -1.8682 -6.9811 0.018 0.002 -0.010 0.118
H 3.3608 -1.9964 -6.5509 0.027 -0.002 0.076 0.109
H 4.1258 -0.9629 -4.7037 0.003 -0.008 0.015 0.087
H 2.9886 -1.3271 -3.3845 0.026 0.010 -0.008 0.066
H 3.0886 0.3134 -4.0243 0.001 -0.009 0.026 0.089

(2)
147
Properties=species:S:1:pos:R:3:forces:R:3:lowdin_charge:R:1 method="wB97M-V/def2-TZVPD" gap_ev=3.401 charge=+6 energy_ha=-4135.3634
C 1.7599 -0.9882 8.9206 0.091 -0.300 1.243 0.043
C 1.4900 -1.0507 10.4484 1.942 2.657 1.105 -0.324
O 2.2061 -0.5309 11.2764 -1.824 -1.737 -1.692 0.173
N 0.0958 -1.5300 10.9482 1.290 0.639 -0.965 0.097
H 0.0627 -2.4678 10.5748 -1.177 -0.405 -0.574 0.179
H 0.0923 -1.6389 11.9524 0.402 0.121 0.608 0.176
C -0.9115 -0.4599 10.5836 -0.337 -0.216 0.447 0.034
H 2.5338 -0.2238 8.8508 -0.198 0.049 -0.109 0.104
H 0.8980 -0.7392 8.3015 0.027 -0.134 0.168 0.086
H 2.2268 -1.9091 8.5713 -0.224 -0.198 0.044 0.104
H -1.9072 -0.8479 10.7984 0.072 0.075 -0.325 0.112
H -0.7856 -0.0836 9.5684 -0.072 -0.521 0.070 0.098
H -0.7140 0.3685 11.2639 0.067 -0.112 0.023 0.118
C 7.5658 0.0223 -0.3272 0.910 -0.986 0.109 0.031
C 8.9525 -0.5848 -0.3231 0.395 -4.263 1.540 -0.327
O 9.2479 -1.6898 0.1280 -0.360 4.286 -1.767 0.177
N 10.0257 0.2140 -1.1303 -1.200 0.062 -0.583 0.092
H 9.7087 1.1729 -1.1401 -0.175 0.486 -0.211 0.159
H 10.9325 0.2461 -0.6866 0.453 -0.492 0.452 0.179
C 10.1963 -0.3287 -2.5473 0.466 -0.332 0.085 0.039
H 6.9218 -0.7591 0.0763 0.007 0.124 0.055 0.112
H 7.2989 0.1498 -1.3763 -0.232 0.671 0.094 0.098
H 7.5205 0.8861 0.3360 -0.110 0.272 -0.451 0.105
H 9.2746 -0.5397 -3.0897 -0.313 -0.065 0.754 0.108
H 10.7707 -1.2383 -2.3723 -0.068 0.030 -0.542 0.117
H 10.7152 0.3849 -3.1875 0.365 0.026 0.488 0.110
C 2.9267 5.8106 -3.7906 -0.141 1.294 0.009 0.031
C 2.8390 7.1568 -4.4978 -2.431 1.344 1.257 -0.316
O 1.8920 7.9303 -4.4189 3.546 -2.282 -0.947 0.168
N 4.1340 7.6495 -5.2320 -1.005 0.412 -1.099 0.092
H 3.9473 8.6407 -5.2847 -0.129 0.723 -0.117 0.159
H 4.9469 7.5842 -4.6362 0.366 -0.499 0.280 0.164
C 4.4883 7.2310 -6.7080 -0.635 -0.064 1.176 0.075
H 2.4500 5.9710 -2.8236 -0.315 -0.011 -0.105 0.105
H 3.9427 5.5083 -3.5365 -0.051 -0.346 -0.700 0.089
H 2.2963 5.1313 -4.3644 0.427 -0.421 0.085 0.111
H 4.7215 6.1663 -6.6960 0.249 0.274 -0.102 0.102
H 5.3018 7.9006 -6.9872 0.036 -0.388 -0.088 0.111
H 3.6117 7.4144 -7.3293 0.049 0.066 0.186 0.111
C -6.6618 4.5590 4.6243 -0.341 0.429 0.344 0.030
C -7.5777 5.7257 4.2547 -1.845 -1.632 -2.740 -0.332
O -8.2817 5.7979 3.2549 2.244 0.421 3.357 0.163
N -7.6949 6.8166 5.3274 0.795 0.912 -1.527 0.104
H -8.6577 6.9508 5.6013 -0.600 -0.484 0.311 0.181
H -7.1298 6.5635 6.1254 0.172 0.075 0.439 0.168
C -7.3388 8.1976 4.7385 -0.264 0.278 0.675 0.047
H -6.9431 4.1302 5.5862 -0.405 0.174 0.215 0.099
H -5.6276 4.8584 4.7939 0.099 0.200 -0.388 0.101
H -6.7393 3.7329 3.9174 0.055 0.483 -0.260 0.106
H -6.3298 8.2712 4.3328 -0.259 -0.598 -0.243 0.112
H -7.3774 8.9267 5.5478 -0.187 -0.178 0.119 0.110
H -8.1514 8.4148 4.0452 0.454 -0.014 -0.231 0.112
C 6.1480 8.4944 3.1773 0.201 1.159 1.226 0.031
C 6.9368 9.6359 3.9028 -0.805 2.492 -0.935 -0.305
O 6.6511 10.8161 4.0055 0.852 -3.930 -0.132 0.171
N 8.3383 9.1890 4.4442 -1.687 1.944 -0.397 0.084
H 8.1301 8.4847 5.1376 0.281 -0.307 0.565 0.167
H 8.7314 8.7155 3.6434 0.801 -0.118 -0.147 0.161
C 9.2049 10.3669 5.0345 -0.589 -1.705 -0.930 0.079
H 6.7034 7.8863 2.4633 0.304 0.466 -0.069 0.088
H 5.2825 8.9862 2.7334 0.144 -0.173 -0.104 0.099
H 5.7955 7.7902 3.9309 -0.117 0.041 0.187 0.095
H 8.5697 10.9338 5.7152 0.322 -0.474 0.314 0.110
H 9.5105 11.0432 4.2362 0.016 -0.395 -0.097 0.111
H 10.0008 9.7148 5.3941 0.379 1.150 0.691 0.108
C -4.3853 -5.9477 4.7139 -1.456 0.291 1.103 0.039
C -4.6436 -6.0113 6.2528 2.972 4.112 -0.649 -0.324
O -4.6317 -5.0259 7.0002 -0.693 -4.321 -2.035 0.142
N -4.5587 -7.4252 6.7642 -2.149 0.186 0.515 0.106
H -4.7940 -8.0896 6.0407 -0.596 -0.055 -0.774 0.172
H -3.6094 -7.7293 6.9271 0.834 0.314 1.043 0.199
C -5.5730 -7.5573 7.8840 0.572 -0.717 1.516 0.030
H -4.6326 -4.9367 4.3900 0.004 -0.111 0.050 0.096
H -5.0674 -6.6519 4.2375 0.028 -0.014 -0.235 0.090
H -3.3731 -6.1671 4.3744 0.199 -0.235 0.590 0.111
H -5.7502 -8.6008 8.1443 0.162 -0.056 -0.435 0.113
H -6.5302 -7.0818 7.6699 0.382 0.081 -0.523 0.116
H -5.1461 -7.1121 8.7828 -0.040 0.215 -0.252 0.108
C 4.4194 -9.8366 -8.6072 -0.133 -0.263 -0.064 -0.092
C 3.1110 -9.5480 -7.9051 -0.981 0.595 1.703 -0.211
C 3.3930 -8.7735 -6.5191 0.104 -0.888 -1.395 -0.112
N 2.1915 -8.1356 -5.8363 0.233 0.357 -0.515 -0.238
C 1.0802 -9.1537 -5.4683 0.821 0.274 -1.527 0.071
C 1.7077 -6.9893 -6.7555 -0.742 0.584 0.845 -0.091
C 0.9131 -6.1490 -5.7876 -1.003 1.602 -0.243 -0.177
C 1.5210 -6.3409 -4.4323 0.053 -0.001 1.750 -0.172
C 2.6046 -7.3736 -4.5704 -0.171 -0.445 -1.228 -0.090
H 4.8550 -8.9247 -9.0157 0.217 0.055 0.336 0.083
H 4.2975 -10.4884 -9.4723 -0.214 -0.114 0.157 0.089
H 5.0802 -10.3444 -7.9047 0.325 0.146 -0.198 0.086
H 2.4968 -10.4198 -7.6799 0.513 -0.491 0.118 0.105
H 2.4098 -9.0062 -8.5399 0.280 0.634 -0.026 0.101
H 4.1384 -8.0131 -6.7522 -0.459 0.611 0.050 0.120
H 3.9492 -9.3796 -5.8040 -0.547 -0.503 0.106 0.137
H 1.6200 -10.0682 -5.2224 -0.328 -0.037 -0.100 0.115
H 0.5102 -9.2126 -6.3955 -0.027 -0.656 0.153 0.109
H 0.3758 -8.9021 -4.6755 0.593 0.660 0.113 0.113
H 1.0537 -7.2029 -7.6010 0.460 -1.011 0.060 0.138
H 2.5584 -6.4137 -7.1202 0.292 -0.515 0.120 0.140
H -0.1625 -6.3123 -5.8543 0.029 -0.752 0.315 0.123
H 0.9144 -5.0787 -5.9938 0.487 0.009 -0.565 0.122
H 0.8112 -6.6659 -3.6716 -0.140 0.163 -0.084 0.123
H 2.0185 -5.4523 -4.0439 -0.353 0.173 -0.012 0.123
H 2.6542 -8.0624 -3.7271 0.441 0.031 -0.221 0.149
H 3.5333 -6.8717 -4.8420 0.240 -0.417 0.369 0.135
C -5.3459 5.4957 -2.7166 -0.161 -0.112 -1.080 -0.054
C -5.5387 4.3773 -3.7578 2.241 -1.236 -0.902 -0.270
C -6.8639 3.7805 -3.7736 -2.774 -1.636 -0.577 -0.098
N -7.1988 2.5855 -4.8318 0.871 0.770 -0.488 -0.214
C -6.2630 1.3658 -4.6160 -1.061 2.042 -1.166 0.056
C -8.5953 2.0780 -4.7895 -1.058 -0.335 0.115 -0.141
C -9.4530 3.1075 -5.5084 -0.852 1.385 1.698 -0.147
C -8.5589 3.8488 -6.4700 -0.029 0.463 -0.662 -0.160
C -7.2466 3.1633 -6.3248 2.227 -1.518 0.607 -0.068
H -5.6139 6.4476 -3.1751 -0.158 0.082 0.340 0.084
H -4.2945 5.5450 -2.4334 -0.154 -0.015 0.075 0.081
H -5.9635 5.2893 -1.8425 0.086 0.167 0.038 0.081
H -4.8430 3.5712 -3.5246 0.260 -0.051 0.321 0.105
H -5.2897 4.5605 -4.8031 0.338 1.086 0.070 0.112
H -7.5915 4.5390 -4.0626 -0.381 -0.171 0.519 0.134
H -7.0184 3.3111 -2.8021 -0.759 0.113 -0.041 0.139
H -6.4925 0.7567 -5.4903 0.403 -0.348 0.299 0.102
H -6.5817 0.8946 -3.6862 0.436 0.049 -0.070 0.113
H -5.2593 1.7884 -4.6621 0.039 -0.633 0.308 0.096
H -8.6804 1.1564 -5.3653 0.671 -0.162 0.012 0.139
H -8.8787 1.8060 -3.7727 -0.095 0.377 0.048 0.142
H -10.3548 2.7853 -6.0289 0.205 -0.619 0.440 0.135
H -9.7698 3.8396 -4.7655 -0.422 -0.082 0.087 0.118
H -9.0655 3.7506 -7.4301 0.897 -0.017 -0.404 0.135
H -8.4547 4.9211 -6.3048 -0.209 -0.054 0.300 0.125
H -7.1393 2.2622 -6.9287 -0.357 -0.103 -0.055 0.132
H -6.2996 3.6743 -6.4983 -0.329 0.530 0.081 0.124
C 2.2913 -8.0369 4.5343 -2.159 -2.618 0.341 -0.625
F 3.1358 -8.2610 5.5645 -0.015 0.349 -0.925 0.102
F 1.3753 -7.1461 4.9781 0.358 0.643 -0.098 0.058
F 2.9043 -7.5441 3.4697 0.560 0.385 0.263 0.119
S 1.2029 -9.6388 4.0235 0.926 -2.177 2.562 0.456
O 0.2595 -9.7991 5.1657 1.601 0.611 -1.129 -0.401
O 0.5685 -9.2550 2.8213 -1.256 1.799 -2.074 -0.355
O 2.1345 -10.7452 3.7816 -0.302 1.338 1.081 -0.353
P -0.2495 0.9178 1.7910 1.746 -0.875 3.155 0.054
F 0.3901 0.5458 0.3332 -0.047 1.115 0.318 -0.179
F -0.9802 2.2618 1.3692 0.244 0.744 -1.590 -0.155
F -1.4629 0.0524 1.4826 -3.387 -1.283 -1.674 -0.117
F -0.9079 1.2042 3.2849 0.158 0.138 0.544 -0.227
F 0.3939 -0.4395 2.4259 1.029 -0.169 -0.006 -0.197
F 1.0712 1.7077 2.2730 0.273 0.484 -0.756 -0.179